DFT (the ωB97M-V functional and the def2-TZVPD basis) results for an isolated molecule of C3H4N4O4 in a non-equilibrium geometry.

XYZ file:
```
15
Properties=species:S:1:pos:R:3:lowdin_charge:R:1
C -0.45810 0.51911 0.28783 -0.057
C 0.58840 0.04799 -0.68473 -0.188
C 0.78125 0.97053 -1.74366 -0.214
N 1.04356 1.72366 -2.57360 0.203
N 2.08244 -0.05356 0.08115 0.106
N 2.50167 1.03635 0.83989 -0.382
O 1.78696 1.98380 0.90601 0.119
O 3.55882 0.85220 1.41394 0.110
N 2.98118 -0.98280 -0.53352 -0.373
O 2.43689 -1.96677 -0.94681 0.106
O 4.13459 -0.65418 -0.57822 0.138
H -0.42316 1.54933 0.56474 0.075
H -0.56034 0.16197 1.24023 0.060
H -1.43596 0.30623 -0.15608 0.105
H 0.41667 -1.01950 -1.19564 0.191
```

Output
**SMILES string**: C[C@@H](C#N)N([N+](=O)[O-])[N+](=O)[O-]
**LUMO level**: -0.8 eV
**HOMO energy**: -11.722 eV
**Charge**: 0

=====

DFT (the ωB97M-V functional and the def2-TZVPD basis) results for a cluster of 5 separate species, C36H45F4N2O in total in a non-equilibrium geometry.

XYZ file:
```
88
Properties=species:S:1:pos:R:3:lowdin_charge:R:1
C 6.10848 -1.54348 -2.56210 0.014
C 4.65903 -1.11221 -2.53153 -0.509
O 3.95846 -1.41470 -3.42307 0.126
N 4.11040 -0.37887 -1.43161 -0.121
C 4.86685 0.84290 -1.11922 -0.050
C 3.88587 -1.26814 -0.26733 -0.164
C 2.40286 -1.21450 0.07060 -0.179
C 1.63088 -2.19184 -0.80511 -0.187
C 0.14241 -2.24646 -0.40145 -0.099
C -0.89217 -1.87624 -1.49031 -0.247
C -1.81272 -0.75340 -1.01723 -0.135
C -1.20139 0.64543 -1.11341 -0.149
C -0.56838 0.88314 -2.49037 -0.152
C 0.30484 -0.24879 -3.00486 -0.107
N -0.31132 -1.59324 -2.83618 0.098
H 6.79098 -0.85437 -2.08130 0.070
H 6.40132 -1.59312 -3.60078 0.088
H 6.24405 -2.53551 -2.15168 0.090
H 4.32081 1.70701 -1.48432 0.081
H 4.97721 0.99575 -0.05414 0.085
H 5.85909 0.87630 -1.56075 0.076
H 4.17757 -2.28769 -0.49955 0.124
H 4.43286 -0.96041 0.62110 0.118
H 1.99838 -0.21461 -0.05782 0.117
H 2.29968 -1.54715 1.10432 0.100
H 2.06717 -3.16172 -0.59095 0.118
H 1.83454 -1.99960 -1.85576 0.077
H -0.01050 -1.62497 0.46891 0.105
H -0.07359 -3.24993 -0.06103 0.120
H -1.54867 -2.72878 -1.61112 0.147
H -2.08674 -0.96063 0.00872 0.128
H -2.73914 -0.81575 -1.58494 0.106
H -2.03252 1.33492 -1.05061 0.118
H -0.50837 0.86331 -0.31093 0.114
H 0.09140 1.73727 -2.38816 0.123
H -1.29007 1.18482 -3.23952 0.110
H 1.29694 -0.17082 -2.57629 0.113
H 0.43131 -0.09625 -4.06958 0.136
H 0.35155 -2.33431 -3.07605 0.180
H -1.06621 -1.68440 -3.51910 0.191
F 1.17895 -1.70839 3.10925 0.027
C 1.77184 -2.08324 4.26914 -0.301
C 1.40220 -3.27439 4.85891 -0.018
C 2.01322 -3.65643 6.04482 -0.073
C 2.97500 -2.84250 6.62752 -0.089
C 3.33098 -1.64579 6.02167 -0.080
C 2.72980 -1.26401 4.83150 -0.027
H 0.64472 -3.89253 4.39421 0.118
H 1.73710 -4.59074 6.51450 0.110
H 3.44616 -3.14157 7.55432 0.108
H 4.07664 -1.00742 6.47608 0.111
H 2.99958 -0.33699 4.34145 0.119
F -5.72133 -1.04705 -0.11137 0.053
C -6.13983 -0.74238 -1.35628 -0.294
C -7.06418 0.26704 -1.53083 -0.011
C -7.48487 0.57680 -2.81626 -0.070
C -6.98573 -0.12785 -3.90444 -0.089
C -6.05938 -1.14193 -3.70845 -0.087
C -5.62908 -1.44970 -2.42524 -0.043
H -7.44733 0.79946 -0.67028 0.121
H -8.20453 1.36956 -2.96900 0.110
H -7.32008 0.11466 -4.90433 0.105
H -5.67240 -1.69492 -4.55449 0.103
H -4.90278 -2.23437 -2.25084 0.106
F -3.19440 3.88440 -4.86162 0.057
C -1.91001 4.27266 -4.97534 -0.295
C -1.01142 3.43858 -5.60968 -0.038
C 0.31257 3.83721 -5.73028 -0.089
C 0.72017 5.05759 -5.20927 -0.094
C -0.19778 5.88159 -4.57098 -0.075
C -1.52449 5.49161 -4.45515 -0.012
H -1.34897 2.48820 -6.00457 0.113
H 1.02562 3.19580 -6.23185 0.104
H 1.75289 5.36686 -5.30189 0.103
H 0.11959 6.83143 -4.16219 0.109
H -2.25568 6.12374 -3.96875 0.121
F 0.11823 0.45058 9.62724 0.064
C -0.42760 0.74570 8.43396 -0.284
C -1.38003 1.74262 8.35693 -0.014
C -1.93627 2.04661 7.12319 -0.082
C -1.54300 1.34760 5.98933 -0.099
C -0.58762 0.34523 6.08796 -0.082
C -0.02045 0.04458 7.31729 -0.011
H -1.67830 2.27040 9.25317 0.120
H -2.67845 2.83002 7.04687 0.106
H -1.98274 1.58524 5.02909 0.098
H -0.28194 -0.20415 5.20676 0.089
H 0.73234 -0.72829 7.41277 0.107
```

Output
**LUMO level**: -2.7 eV
**HOMO energy**: -10.679 eV
**Charge**: +1

=====

Energy above the lowest of the compared OMol25 structures with the same formula, charge and spin (computed, kcal per mole): 57.9; 8.5
Kohn-Sham gap (computed, eV): 10.882; 7.964